1.
{
  "formula": "C21H24N4O3S3",
  "method": "ωB97M-V with the def2-TZVPD basis set",
  "gap_ev": 8.06,
  "smiles": "CCOc1ccc(-n2c(=S)sc3c(=O)[nH]c(SCC(=O)N4CCC(C)CC4)nc32)cc1",
  "fmax_ha_per_bohr": 0.031,
  "symbols": ["C", "C", "O", "C", "C", "C", "C", "N", "C", "S", "S", "C", "C", "O", "N", "C", "S", "C", "C", "O", "N", "C", "C", "C", "C", "C", "C", "N", "C", "C", "C", "H", "H", "H", "H", "H", "H", "H", "H", "H", "H", "H", "H", "H", "H", "H", "H", "H", "H", "H", "H", "H", "H", "H", "H"],
  "xyz": [[2.01247, 3.89285, 0.96162], [1.31287, 4.29045, -0.33458], [0.84778, 3.17408, -1.07276], [-0.34653, 2.60903, -0.76521], [-0.77057, 1.59687, -1.63153], [-1.97282, 0.95565, -1.43304], [-2.77299, 1.30709, -0.35195], [-3.99215, 0.61729, -0.13157], [-5.19798, 1.23673, 0.06269], [-5.45890, 2.84712, 0.01389], [-6.46209, 0.03276, 0.34237], [-5.30045, -1.25311, 0.17660], [-5.51383, -2.66738, 0.29463], [-6.53361, -3.27066, 0.52048], [-4.29788, -3.36717, 0.10572], [-3.10311, -2.78639, -0.15350], [-1.73123, -3.83971, -0.34237], [-0.48841, -2.59084, -0.80250], [0.86343, -3.17392, -0.41732], [0.93247, -4.29745, 0.04310], [1.93560, -2.39436, -0.63909], [3.24582, -2.84262, -0.20719], [3.74885, -1.96295, 0.93547], [3.77809, -0.49201, 0.51304], [4.23886, 0.39648, 1.66403], [2.38597, -0.08783, 0.02117], [1.92462, -1.02376, -1.09792], [-2.94158, -1.50021, -0.25371], [-4.04470, -0.74593, -0.08170], [-2.36072, 2.30504, 0.51601], [-1.15814, 2.95658, 0.31096], [2.34681, 4.78527, 1.48305], [1.34567, 3.33256, 1.61204], [2.87659, 3.27176, 0.74086], [0.49081, 4.98788, -0.13865], [2.02690, 4.78022, -1.00296], [-0.14216, 1.35074, -2.47303], [-2.30080, 0.18770, -2.11529], [-4.35537, -4.37669, 0.17927], [-0.56431, -2.41785, -1.87610], [-0.73747, -1.67990, -0.25961], [3.15336, -3.88199, 0.11037], [3.93321, -2.78569, -1.05824], [4.74636, -2.29094, 1.22996], [3.08546, -2.08138, 1.79463], [4.48471, -0.38298, -0.31813], [4.30423, 1.43419, 1.34614], [3.54136, 0.33539, 2.49643], [5.21948, 0.08510, 2.01545], [1.67613, -0.14245, 0.84978], [2.39170, 0.93629, -0.35317], [0.93239, -0.73772, -1.44059], [2.61889, -0.94518, -1.94354], [-2.98003, 2.58015, 1.35453], [-0.87310, 3.73379, 1.00097]],
  "forces_ev_per_a": [[-0.223, -0.043, -0.369], [0.218, 0.261, 0.298], [-0.046, -0.193, -0.134], [-0.208, -0.222, -0.049], [0.174, 0.173, 0.074], [-0.125, 0.188, 0.088], [0.542, 0.332, -0.036], [-0.051, -0.031, 0.038], [-0.633, -0.001, 0.030], [-0.341, 0.253, 0.009], [0.524, 0.225, -0.082], [0.250, 0.390, -0.102], [0.451, 0.302, -0.098], [-0.385, -0.123, 0.085], [0.124, -0.241, 0.001], [0.093, 0.456, -0.150], [0.194, -0.228, 0.067], [-0.290, -0.395, 0.185], [-0.380, 0.149, -0.239], [0.077, -0.379, 0.180], [0.340, 0.013, -0.084], [0.136, -0.331, 0.348], [0.094, 0.087, -0.412], [-0.198, 0.016, 0.397], [0.006, -0.122, -0.304], [0.247, -0.119, -0.326], [-0.175, 0.379, 0.124], [0.077, 0.097, 0.009], [-0.839, -1.317, 0.325], [-0.081, -0.315, -0.113], [0.277, 0.166, -0.042], [0.051, 0.093, 0.091], [-0.035, -0.034, 0.103], [0.087, -0.047, 0.009], [0.050, -0.050, -0.085], [-0.155, 0.001, 0.096], [0.069, -0.029, -0.121], [-0.007, -0.049, -0.073], [-0.077, 0.119, -0.014], [0.070, 0.157, 0.053], [0.127, 0.028, -0.132], [0.065, 0.123, -0.123], [-0.008, -0.024, 0.015], [0.045, -0.025, 0.069], [-0.025, -0.026, 0.086], [-0.008, -0.024, -0.044], [0.018, 0.147, 0.024], [-0.089, 0.003, 0.128], [0.121, 0.004, 0.093], [-0.080, 0.033, 0.067], [-0.038, 0.105, 0.016], [0.035, -0.043, -0.058], [-0.102, 0.030, -0.021], [-0.037, 0.005, 0.046], [0.076, 0.073, 0.055]],
  "lowdin_charge": [-0.059, -0.236, -0.056, -0.269, -0.003, -0.008, -0.235, -0.046, -1.071, 0.644, 1.065, -0.369, -0.473, 0.076, 0.139, -0.612, 1.065, -0.339, -0.524, 0.009, -0.057, -0.129, -0.141, -0.386, -0.067, -0.138, -0.138, 0.114, -0.290, -0.030, -0.002, 0.080, 0.072, 0.058, 0.119, 0.125, 0.120, 0.120, 0.154, 0.099, 0.076, 0.122, 0.132, 0.120, 0.129, 0.144, 0.062, 0.084, 0.078, 0.130, 0.106, 0.093, 0.136, 0.102, 0.108]
}

2.
{
  "formula": "C21H24N6O3S2",
  "method": "ωB97M-V with the def2-TZVPD basis set",
  "gap_ev": 8.66,
  "smiles": "CCOC(=O)c1sc(N(Cc2ccccc2)C(=O)CSc2nnc(C3CC3)n2N)nc1C",
  "fmax_ha_per_bohr": 0.031,
  "symbols": ["C", "C", "O", "C", "O", "C", "S", "C", "N", "C", "C", "C", "C", "C", "C", "C", "C", "O", "C", "S", "C", "N", "N", "C", "C", "C", "C", "N", "N", "N", "C", "C", "H", "H", "H", "H", "H", "H", "H", "H", "H", "H", "H", "H", "H", "H", "H", "H", "H", "H", "H", "H", "H", "H", "H", "H"],
  "xyz": [[3.40085, 3.15986, -1.68298], [2.55227, 3.53553, -0.47730], [1.78161, 2.42833, 0.00030], [0.67747, 2.13728, -0.70238], [0.30260, 2.76710, -1.66064], [-0.05382, 0.98624, -0.17420], [-1.29895, 0.33644, -1.18295], [-1.59347, -0.85551, 0.06195], [-2.64994, -1.74569, -0.02612], [-3.77722, -1.43628, 0.86141], [-4.26618, -0.04319, 0.57770], [-5.01384, 0.20578, -0.56649], [-5.39577, 1.49679, -0.88295], [-5.02940, 2.54993, -0.06160], [-4.28298, 2.30832, 1.07882], [-3.89985, 1.01685, 1.39578], [-2.78005, -2.72481, -0.96696], [-3.81190, -3.33532, -1.12787], [-1.51599, -3.07302, -1.72758], [-0.31790, -3.81126, -0.57007], [0.93984, -2.61418, -0.64096], [1.06310, -1.61463, -1.46624], [2.20218, -0.96705, -1.15292], [2.76775, -1.57189, -0.14713], [4.02254, -1.22946, 0.51032], [4.33263, 0.22275, 0.77572], [5.07601, -0.50783, -0.28841], [1.99460, -2.64278, 0.23075], [2.23288, -3.51076, 1.28774], [-0.85315, -0.73209, 1.11278], [0.02779, 0.28920, 1.01008], [0.94375, 0.54772, 2.15215], [4.07159, 2.34082, -1.43770], [3.98626, 4.02081, -1.99324], [2.75804, 2.85428, -2.50416], [1.86931, 4.35078, -0.73820], [3.17450, 3.82773, 0.37162], [-3.43116, -1.53057, 1.89399], [-4.54509, -2.18368, 0.65129], [-5.29000, -0.61854, -1.20784], [-5.97641, 1.68252, -1.77407], [-5.32298, 3.55847, -0.31151], [-3.99310, 3.12755, 1.72024], [-3.30935, 0.82857, 2.28146], [-1.01784, -2.21638, -2.17800], [-1.75419, -3.82640, -2.47772], [4.32911, -1.96598, 1.24209], [3.58653, 0.94009, 0.47500], [4.84467, 0.46179, 1.69576], [4.83107, -0.28895, -1.31580], [6.10743, -0.77512, -0.11693], [1.43530, -3.49945, 1.92253], [2.34518, -4.46237, 0.94095], [1.82368, -0.08957, 2.07530], [0.43000, 0.30877, 3.08025], [1.27005, 1.58243, 2.15494]],
  "forces_ev_per_a": [[-0.293, -0.083, 0.263], [0.183, 0.450, -0.315], [-0.073, -0.239, 0.103], [0.052, 0.161, 0.018], [0.063, 0.005, -0.093], [-0.443, -0.403, -0.026], [-0.018, -0.252, 1.052], [0.599, 1.014, -1.062], [-0.539, -0.064, 0.234], [-0.192, -0.077, 0.084], [-0.093, 0.006, 0.141], [0.003, -0.010, 0.068], [-0.025, -0.019, -0.089], [0.008, 0.100, 0.020], [0.006, 0.112, 0.019], [-0.073, -0.110, 0.001], [0.318, -0.050, -0.111], [-0.211, -0.202, -0.164], [0.162, -0.274, 0.030], [-0.058, -0.320, -0.036], [-0.004, 0.027, -0.109], [-0.823, -0.950, -0.139], [1.196, 0.622, 0.302], [-0.127, -0.116, -0.017], [0.194, -0.043, 0.150], [0.056, 0.099, 0.141], [0.115, -0.046, -0.045], [-0.222, 0.267, -0.441], [-0.134, -0.299, 0.184], [-0.293, -0.649, 0.508], [0.132, 0.662, -0.568], [0.026, 0.094, 0.020], [0.108, -0.068, 0.004], [0.092, 0.089, -0.043], [0.014, 0.000, -0.078], [0.135, -0.088, 0.128], [-0.110, -0.016, -0.081], [-0.070, -0.006, -0.081], [0.120, 0.116, 0.110], [-0.042, -0.114, -0.089], [-0.058, 0.019, -0.078], [-0.028, 0.085, -0.022], [0.022, 0.072, 0.046], [0.071, -0.039, 0.081], [-0.037, -0.016, -0.094], [-0.038, 0.175, 0.065], [0.096, 0.114, -0.012], [-0.119, -0.006, -0.082], [0.071, -0.039, 0.061], [-0.109, 0.018, -0.081], [0.048, -0.028, 0.084], [0.128, 0.122, -0.128], [0.018, 0.235, -0.024], [0.129, -0.033, 0.033], [-0.008, 0.001, 0.059], [0.077, -0.004, 0.099]],
  "lowdin_charge": [-0.049, -0.206, -0.036, -0.522, 0.092, -0.360, 1.195, -0.601, -0.031, -0.073, -0.232, -0.037, -0.077, -0.087, -0.078, -0.050, -0.523, 0.077, -0.332, 1.000, -0.644, 0.011, 0.100, -0.282, -0.212, -0.107, -0.100, -0.095, 0.110, 0.146, -0.343, -0.001, 0.064, 0.080, 0.080, 0.124, 0.125, 0.130, 0.129, 0.118, 0.103, 0.101, 0.103, 0.113, 0.049, 0.091, 0.130, 0.072, 0.105, 0.098, 0.100, 0.099, 0.100, 0.072, 0.085, 0.079]
}

What is the formula in the second record?
C21H24N6O3S2